DFT (ωB97M-V/def2-TZVPD) results for a cluster of 3 separate species, C5H14N2O in total.

Geometry as XYZ:
```
22
C5H14N2O, DFT ωB97M-V/def2-TZVPD
C 0.999 -0.214 -0.187
C 0.778 -0.304 1.261
C 1.995 0.854 -0.628
N 1.218 -1.569 -0.713
O 0.637 -1.509 1.806
H 0.690 -2.125 1.030
H -0.038 0.083 -0.601
H 0.682 -1.738 -1.555
H 2.196 -1.753 -0.906
H -0.785 0.225 1.111
H 1.045 0.485 1.952
H 1.926 1.013 -1.705
H 3.022 0.569 -0.382
H 1.782 1.805 -0.135
C -1.818 -0.014 -1.078
C -1.537 1.073 0.862
N -2.637 1.225 1.487
H -3.046 0.338 1.785
H -1.006 1.960 0.509
H -2.254 -0.911 -0.643
H -1.284 -0.244 -2.004
H -2.564 0.750 -1.266
```

## Properties
Net charge   0
Kohn-Sham gap (alpha / beta)   6.62 / 7.58 eV
ΔE to the lowest compared entry with this formula, charge and spin   155.7 kcal/mol
E_HOMO (alpha / beta)   -6.96 / -7.45 eV
E_tot   -10434.27406 eV